Formula: C38H40BrMoN6O4S2
Source: the Open Molecules 2025 dataset
Level of theory: wB97M-V/def2-TZVPD

Properties
LUMO (alpha / beta) ... -3.5994 / -4.4009 eV
HOMO-LUMO gap (alpha / beta) ... 6.92 / 6.22 eV
Molar mass ... 884.8 u
Net charge ... +1
Electronic energy ... -5539.935197 Ha
Spin multiplicity ... 3
Expectation value of S² ... 2.04

```
92
Properties=species:S:1:pos:R:3:mulliken_charge:R:1
Mo 0.36 0.48 -0.31 -0.24
O 2.75 -3.92 -2.64 -0.66
C 3.77 -3.21 -2.06 0.53
C 5.02 -3.82 -2.05 -0.75
C 6.09 -3.17 -1.46 -0.40
C 5.93 -1.90 -0.90 -1.19
C 4.68 -1.31 -0.92 -0.46
C 3.59 -1.96 -1.48 0.69
C 2.22 -1.33 -1.50 -0.29
O 2.18 -0.05 -0.95 0.01
N 1.27 -2.22 -0.76 -0.12
N 0.56 -1.62 0.26 0.43
C -0.03 -2.41 1.07 -0.94
C -0.70 -2.12 2.34 0.61
Br -0.18 -0.63 3.38 0.12
C -1.55 -3.04 2.81 -0.94
C -2.35 -3.02 4.05 0.18
C -3.12 -1.92 4.39 -0.17
C -3.88 -1.94 5.56 -0.72
C -3.85 -3.05 6.39 -0.42
C -3.08 -4.16 6.04 -0.62
C -2.34 -4.15 4.87 -0.45
H 1.99 -3.35 -2.81 0.36
H 5.13 -4.79 -2.51 0.46
H 7.07 -3.64 -1.46 0.39
H 6.78 -1.39 -0.47 0.43
H 4.54 -0.31 -0.52 0.46
H 1.86 -1.28 -2.53 0.50
H 1.62 -3.13 -0.49 0.46
H -0.03 -3.47 0.81 0.49
H -1.68 -3.91 2.17 0.48
H -3.15 -1.05 3.74 0.55
H -4.49 -1.08 5.81 0.41
H -4.44 -3.07 7.29 0.39
H -3.06 -5.03 6.68 0.39
H -1.76 -5.01 4.59 0.44
C 1.98 2.94 -1.51 -1.81
C 0.69 2.24 -1.77 2.19
N -0.32 2.38 -0.89 -0.28
N -1.61 2.47 -1.29 -0.57
C -2.44 1.78 -0.56 0.42
S -1.93 0.62 0.63 -0.19
S -4.15 2.07 -0.67 -0.11
C -4.32 2.81 -2.32 -0.72
C -4.75 1.84 -3.39 0.69
C -4.29 0.53 -3.43 0.08
C -4.70 -0.34 -4.43 -0.83
C -5.58 0.10 -5.42 -0.47
C -6.05 1.40 -5.39 -0.55
C -5.64 2.26 -4.38 -0.59
C 0.35 1.72 -3.12 0.28
C 0.58 2.39 -4.32 -0.98
C 0.18 1.81 -5.51 -0.79
C -0.43 0.56 -5.51 -0.66
C -0.65 -0.12 -4.32 -0.30
C -0.26 0.47 -3.14 0.84
O -0.41 -0.18 -1.93 -0.83
H 1.89 3.96 -1.90 0.52
H 2.20 3.00 -0.45 0.23
H 2.80 2.43 -2.02 0.32
H -5.07 3.60 -2.21 0.53
H -3.37 3.29 -2.55 0.30
H -3.61 0.17 -2.66 0.27
H -4.34 -1.36 -4.44 0.41
H -5.91 -0.58 -6.19 0.39
H -6.74 1.75 -6.14 0.39
H -6.01 3.28 -4.35 0.36
H 1.04 3.37 -4.31 0.48
H 0.35 2.32 -6.45 0.45
H -0.73 0.10 -6.44 0.48
H -1.12 -1.10 -4.30 0.57
C 3.14 -0.41 2.22 -0.57
N 2.72 0.80 2.93 0.31
C 3.15 0.88 4.33 -0.64
C 2.33 1.90 5.10 -0.56
C 2.17 3.13 4.23 -0.69
N 1.47 2.75 3.01 0.13
C 0.38 3.60 2.54 -0.79
C 1.80 1.60 2.40 0.06
O 1.25 1.30 1.30 -0.47
H 4.20 -0.58 2.42 0.51
H 2.99 -0.29 1.15 -0.30
H 2.57 -1.27 2.57 0.30
H 4.21 1.14 4.36 0.37
H 3.04 -0.11 4.77 0.35
H 2.80 2.13 6.05 0.42
H 1.34 1.49 5.31 0.18
H 3.15 3.55 3.98 0.27
H 1.60 3.91 4.72 0.44
H -0.37 3.70 3.32 0.36
H -0.08 3.17 1.65 0.06
H 0.76 4.59 2.29 0.33
```


Formula: C38H40I2InN4O6Sb
Source: the Open Molecules 2025 dataset
Level of theory: wB97M-V/def2-TZVPD

Properties
LUMO ... -0.2085 eV
HOMO-LUMO gap ... 7.22 eV
Molar mass ... 1139.1 u
Electronic energy ... -3168.387174 Ha
ΔE to the lowest compared entry with this formula, charge and spin ... 0.000 eV

```
92
Properties=species:S:1:pos:R:3:mulliken_charge:R:1
In -0.39 0.24 1.21 2.28
O 0.63 -3.81 3.05 -0.72
C -0.42 -4.48 2.52 0.30
C -0.37 -5.87 2.54 -0.59
C -1.42 -6.61 2.03 -0.34
C -2.53 -5.98 1.49 -0.69
C -2.58 -4.60 1.46 -0.29
C -1.53 -3.83 1.96 -0.15
C -1.60 -2.35 1.89 0.67
O -0.56 -1.66 2.30 -0.62
N -2.67 -1.80 1.40 -1.08
N -2.52 -0.42 1.39 0.49
C -3.59 0.29 1.48 -0.61
C -3.62 1.73 1.60 0.99
C -4.87 2.35 1.52 -0.85
C -5.03 3.70 1.68 -0.81
C -3.90 4.47 1.96 -0.50
C -2.66 3.89 2.07 -0.39
C -2.46 2.51 1.88 0.06
O -1.25 2.03 1.98 -0.74
H 0.44 -2.86 2.91 0.32
H 0.50 -6.35 2.98 0.45
H -1.37 -7.69 2.06 0.41
H -3.36 -6.56 1.10 0.42
H -3.43 -4.08 1.05 0.44
H -4.54 -0.25 1.52 0.38
H -5.74 1.72 1.32 0.37
H -6.01 4.16 1.60 0.41
H -4.00 5.54 2.11 0.40
H -1.78 4.49 2.29 0.41
I 2.77 3.42 -1.63 0.07
C 2.82 2.98 0.40 -0.28
C 3.75 3.62 1.23 -0.41
C 3.82 3.34 2.57 -0.24
I 5.24 4.34 3.73 0.04
C 2.94 2.38 3.13 0.95
C 2.92 1.99 4.49 -0.73
C 2.05 1.04 4.93 -1.31
C 1.16 0.46 4.02 -0.44
N 1.15 0.81 2.75 0.63
C 2.00 1.75 2.29 0.03
C 1.91 2.05 0.88 -0.50
O 1.04 1.44 0.13 -0.14
H 4.43 4.34 0.79 0.39
H 3.62 2.45 5.18 0.20
H 2.02 0.74 5.97 0.44
H 0.44 -0.30 4.32 0.62
C 0.41 5.06 -5.30 -1.51
C 0.11 3.86 -4.46 0.90
C -0.71 3.96 -3.35 -1.15
C -0.97 2.87 -2.52 0.68
C -1.80 3.08 -1.29 -0.86
C -0.41 1.63 -2.86 0.57
C -0.63 0.42 -2.08 0.20
O -1.15 0.33 -0.97 -0.48
C 0.42 1.51 -4.00 1.17
C 1.09 0.20 -4.37 -1.34
C 0.67 2.63 -4.77 -1.24
H -0.27 5.89 -5.09 0.39
H 0.34 4.83 -6.37 0.38
H 1.43 5.41 -5.11 0.28
H -1.15 4.92 -3.09 0.32
H -2.27 4.06 -1.30 0.47
H -1.15 3.01 -0.41 -0.06
H -2.56 2.32 -1.17 0.25
H -0.29 -0.51 -2.54 -0.10
H 1.71 -0.18 -3.56 0.14
H 1.73 0.36 -5.24 0.38
H 0.36 -0.57 -4.63 0.28
H 1.32 2.54 -5.63 0.31
C 2.26 -3.78 0.02 -1.02
Sb 2.05 -1.67 0.30 0.93
C 3.54 -1.54 1.85 -1.34
C 3.28 -1.00 -1.33 -1.22
H 3.30 -4.03 -0.17 0.48
H 1.64 -4.11 -0.81 0.10
H 1.95 -4.28 0.94 0.30
H 4.43 -2.09 1.54 0.50
H 3.14 -1.98 2.76 0.33
H 3.80 -0.50 2.04 0.34
H 4.33 -0.96 -1.03 0.57
H 2.95 0.00 -1.62 0.00
H 3.17 -1.68 -2.16 0.37
C -1.62 -3.99 -1.87 -0.49
C -0.42 -3.45 -2.59 0.46
N -0.11 -4.00 -3.78 -0.43
O 0.25 -2.54 -2.11 -0.57
H -2.11 -4.81 -2.40 0.50
H -2.33 -3.17 -1.72 0.14
H -1.31 -4.33 -0.88 -0.12
H -0.61 -4.79 -4.15 0.19
H 0.73 -3.69 -4.25 0.23
```


Formula: C38H40N5O16
Source: the Open Molecules 2025 dataset
Level of theory: wB97M-V/def2-TZVPD

Properties
LUMO ... -3.1886 eV
HOMO-LUMO gap ... 7.51 eV
Molar mass ... 822.8 u
Net charge ... +1
Electronic energy ... -2949.398470 Ha
ΔE to the lowest compared entry with this formula, charge and spin ... 1.013 eV

```
99
Properties=species:S:1:pos:R:3:mulliken_charge:R:1
N -0.26 -1.47 2.23 -0.42
C 0.62 -0.30 2.05 -0.85
C -0.09 1.06 2.12 -0.06
C -0.81 1.50 0.85 -0.76
C -2.03 0.66 0.41 -0.76
C -3.40 1.14 1.03 -0.77
C -4.00 0.02 1.88 -0.65
N -3.07 -0.24 3.02 0.17
C -3.20 0.64 4.02 -0.24
N -2.53 0.36 5.19 -0.42
N -3.89 1.76 3.92 -0.05
C -5.26 1.66 3.28 -1.27
C -5.36 0.36 2.51 0.82
C -6.52 0.26 1.51 -0.46
C -6.70 -0.96 0.89 -0.23
C -7.76 -1.04 0.02 -0.76
C -8.54 0.08 -0.14 -0.36
N -8.36 1.25 0.42 -0.51
C -7.33 1.34 1.26 -0.35
H 0.21 -2.19 2.76 0.24
H -0.48 -1.86 1.32 0.24
H 1.33 -0.32 2.88 0.47
H 1.23 -0.37 1.14 0.23
H 0.70 1.80 2.30 0.47
H -0.72 1.08 3.02 -0.19
H -0.07 1.47 0.05 0.22
H -1.13 2.55 0.91 0.39
H -1.92 -0.40 0.61 0.24
H -2.10 0.76 -0.68 0.45
H -3.20 2.04 1.61 0.53
H -4.03 1.39 0.17 0.37
H -4.06 -0.88 1.27 0.85
H -3.32 -1.14 3.42 0.37
H -2.98 -0.02 6.01 0.19
H -1.53 0.47 5.16 0.23
H -3.93 2.24 4.81 0.44
H -5.99 1.64 4.09 0.40
H -5.38 2.55 2.66 0.47
H -5.57 -0.42 3.26 0.53
H -6.06 -1.81 1.09 0.48
H -7.99 -1.97 -0.48 0.42
H -9.40 -0.01 -0.80 0.37
H -7.18 2.29 1.75 0.55
C 3.61 2.68 0.61 -1.06
C 4.59 3.59 0.51 0.48
C 5.45 3.69 -0.72 0.80
O 6.31 4.55 -0.75 -0.60
C 5.21 2.74 -1.80 -0.83
C 4.24 1.83 -1.69 0.19
C 3.36 1.75 -0.48 1.16
O 2.48 0.91 -0.45 -0.59
O 3.99 0.94 -2.65 -0.57
O 4.86 4.46 1.48 -0.58
H 2.98 2.60 1.49 0.43
H 5.85 2.81 -2.67 0.47
H 3.24 0.40 -2.32 0.34
H 5.60 5.00 1.15 0.35
C 6.47 -1.38 -2.71 -0.99
C 5.95 -1.75 -1.54 0.12
C 6.65 -2.71 -0.62 1.04
O 6.12 -2.99 0.44 -0.64
C 7.93 -3.26 -1.05 -0.88
C 8.46 -2.89 -2.23 0.29
C 7.76 -1.91 -3.13 1.05
O 8.30 -1.61 -4.17 -0.62
O 9.62 -3.37 -2.67 -0.58
O 4.77 -1.30 -1.10 -0.41
H 5.97 -0.69 -3.37 0.55
H 8.42 -3.97 -0.39 0.44
H 9.77 -2.94 -3.53 0.31
H 4.63 -1.73 -0.23 0.33
C -11.54 5.83 2.85 -0.97
C -10.23 5.90 2.59 0.24
C -9.41 4.67 2.32 1.40
O -8.22 4.79 2.08 -0.67
C -10.08 3.38 2.36 -0.64
C -11.39 3.30 2.62 0.19
C -12.21 4.53 2.87 0.87
O -13.40 4.40 3.08 -0.60
O -12.04 2.15 2.67 -0.57
O -9.57 7.05 2.57 -0.57
H -12.14 6.70 3.05 0.43
H -9.47 2.51 2.17 0.14
H -12.97 2.37 2.87 0.36
H -8.64 6.83 2.36 0.35
C 9.23 -5.05 -5.90 -0.82
C 10.50 -4.85 -6.28 0.19
C 11.41 -6.00 -6.61 0.92
O 12.54 -5.75 -6.96 -0.61
C 10.88 -7.35 -6.48 -0.97
C 9.61 -7.55 -6.10 0.37
C 8.70 -6.40 -5.80 1.01
O 7.55 -6.64 -5.47 -0.64
O 9.09 -8.76 -5.97 -0.56
O 11.03 -3.64 -6.39 -0.56
H 8.56 -4.23 -5.67 0.54
H 11.55 -8.17 -6.70 0.42
H 8.16 -8.62 -5.68 0.36
H 11.95 -3.78 -6.68 0.36
```


> What is the electronic energy in the first record?

-5539.935197 Ha